[1]
Density functional theory data (ωB97M-V with the def2-TZVPD basis set) for a cluster of 2 separate species, C37H41NO6S2Si in total.

The geometry in XYZ format:
```
88
Properties=species:S:1:pos:R:3:forces:R:3
H 6.812 0.517 1.086 0.0 0.2 -0.1
H 4.094 -0.226 -0.973 -0.4 0.0 0.1
H 0.314 -0.855 3.654 0.2 -0.1 -0.1
H 2.587 -2.081 -0.505 0.0 0.2 -0.1
H 2.360 3.694 -1.154 -0.2 0.2 0.4
C 1.162 5.434 1.528 0.1 0.0 0.1
C 2.265 1.019 -0.878 0.2 0.1 -0.2
H 5.871 4.066 -1.045 0.0 0.1 0.2
C -5.739 0.462 2.249 0.3 0.2 -0.1
H -4.732 -0.396 3.957 0.0 0.1 -0.2
H -7.122 -3.663 -3.440 0.2 0.0 0.0
H 2.250 -1.998 -2.223 0.0 0.1 0.2
C 1.249 -0.780 3.098 0.0 0.1 -0.3
C -3.756 -4.772 -4.995 0.3 0.4 0.2
C 5.645 4.229 0.019 0.2 0.2 -0.1
C 2.030 3.895 -0.131 -0.4 0.3 0.4
C -4.403 0.757 0.260 0.3 -0.4 0.2
H 4.530 3.701 2.942 0.2 -0.2 0.0
C 6.919 1.492 0.591 0.2 0.0 0.0
C -4.637 -0.066 2.925 0.0 0.0 -0.1
O 4.178 1.803 0.246 -0.5 -0.4 -0.5
O -5.218 -1.241 -1.928 -1.1 -0.3 0.0
H 0.089 -1.224 -1.811 0.1 0.5 0.1
C -6.174 -4.764 -5.034 0.2 0.2 0.1
O -5.681 -3.491 -0.878 -0.7 0.8 0.1
H -6.687 0.562 2.763 0.0 0.0 -0.1
H 2.101 2.495 2.986 -0.2 0.3 -0.4
H 7.061 1.314 -0.484 0.0 0.1 0.2
H -7.112 -5.051 -5.504 0.2 0.0 0.2
C -3.569 -3.282 0.980 0.7 0.0 -1.4
H 6.192 3.101 3.193 -0.3 0.0 0.0
H -2.929 -3.057 1.835 -0.1 -0.1 -0.1
C -1.533 0.898 -0.608 -0.7 0.2 -0.3
H 6.467 4.816 0.457 -0.2 -0.1 -0.2
C -2.049 -0.094 0.197 1.1 1.0 0.5
C 0.791 -0.953 -1.003 0.1 -1.0 0.4
H 7.825 1.973 0.985 -0.1 -0.2 -0.1
C -3.429 -0.223 2.264 0.3 -0.4 -0.9
H 0.606 1.001 2.062 0.3 -0.3 0.1
H -2.223 1.653 -0.987 0.0 -0.1 0.5
S -4.903 -2.654 -1.780 2.7 -0.5 0.1
C 5.215 2.866 2.742 0.1 0.1 0.1
H 0.020 2.353 -0.984 -0.1 -0.4 0.2
C 1.371 4.479 2.526 0.2 -0.2 -0.2
Si 5.466 2.608 0.912 -0.3 0.0 0.1
C -0.187 1.290 -0.805 1.3 -1.5 -0.3
H 4.577 -0.403 1.123 -0.4 0.0 0.3
O -2.751 -2.801 -0.191 0.8 0.4 3.8
C -5.613 0.900 0.928 0.1 -0.1 0.2
O -1.688 -4.800 -2.450 0.8 0.2 -0.5
C 2.147 2.910 0.854 0.6 -0.4 0.3
C -3.300 0.141 0.899 -1.3 0.0 0.2
H -1.440 -0.926 0.556 -0.1 0.3 0.0
C 1.417 0.281 2.203 0.1 -0.5 0.2
H 4.728 4.828 0.088 0.2 -0.1 0.0
H -3.702 -4.361 0.848 -0.3 0.2 0.2
C 3.098 -0.162 -1.421 -0.1 0.7 -0.7
C -6.180 -3.959 -3.896 0.1 0.3 -0.1
C 3.463 -1.583 2.564 -0.1 0.1 -0.2
H 0.384 -1.438 -0.104 0.3 0.1 -0.1
H -6.470 1.337 0.418 0.2 -0.2 0.1
C 2.623 0.423 1.507 -0.1 0.7 -0.1
H 3.268 0.079 -2.476 0.1 -0.3 0.1
C 3.644 -0.511 1.684 -0.1 -0.1 0.2
H 1.376 5.889 -0.586 0.1 -0.1 0.3
C -3.188 -2.841 -1.436 -2.2 -0.6 -4.7
H 1.135 4.687 3.571 0.1 0.1 -0.3
H -4.941 -5.745 -6.511 0.0 0.1 0.3
H -2.802 -5.051 -5.433 -0.2 -0.1 0.1
H 4.819 1.963 3.225 0.1 0.2 -0.1
H -4.330 1.042 -0.788 -0.1 -0.1 0.2
H -4.530 -2.736 1.060 0.6 -0.4 -0.2
C 1.512 5.149 0.204 0.0 -0.2 0.0
C -4.959 -5.163 -5.589 0.2 0.3 0.1
S -2.317 -3.553 -2.839 -2.0 0.4 2.5
H 0.757 6.416 1.789 0.1 -0.4 -0.1
C 2.241 -1.412 -1.300 -0.5 -0.6 0.2
C 1.893 3.221 2.193 -0.4 0.5 -0.1
C 2.801 1.568 0.480 0.3 -0.3 0.3
O -1.555 -2.539 -3.544 0.5 -0.5 -0.2
C -3.759 -3.970 -3.844 -0.4 0.0 -0.4
C 2.265 -1.725 3.267 0.1 0.1 0.0
H 4.268 -2.310 2.679 -0.3 0.1 0.0
H 2.266 1.840 -1.611 0.0 -0.3 0.3
N 0.877 0.491 -0.793 -0.8 1.3 -0.5
H 2.125 -2.568 3.949 0.1 0.3 -0.2
C -4.971 -3.524 -3.342 -0.2 -0.4 0.0
H -2.572 -0.693 2.757 -0.3 0.2 -0.1
```
Forces are in eV/Å.

Results
E_HOMO = -5.37 eV
Kohn-Sham gap = 3.73 eV

[2]
Density functional theory data (ωB97M-V with the def2-TZVPD basis set) for a structure of composition C37H42AsBrN3RhS2.

The geometry in XYZ format:
```
87
Properties=species:S:1:pos:R:3:forces:R:3
H -2.698 -2.923 -2.320 -0.1 0.0 -0.1
H -5.120 -2.097 -3.874 0.2 0.3 0.0
C 0.569 -3.006 1.102 -0.1 1.2 -0.4
H 3.320 -0.177 -1.919 -0.2 -0.4 -0.3
C 0.956 0.797 5.754 -0.5 0.8 0.3
C -1.492 0.014 0.153 1.1 0.9 0.2
As 0.997 0.720 -2.007 -0.4 0.0 0.0
H 1.671 2.460 -3.874 0.1 -0.4 -0.5
C 3.210 -1.385 3.500 -1.2 0.8 0.3
C -1.693 -1.645 1.989 -0.5 -0.2 0.8
H 2.186 -1.536 -1.910 -0.3 -0.7 0.4
C 0.062 1.889 5.607 0.9 -1.7 -0.9
C 2.288 -2.170 -5.900 0.8 0.6 -1.1
C -1.924 4.646 -1.625 -0.1 1.6 0.5
H 1.290 3.176 -2.318 0.4 -0.5 -0.1
C -0.934 -1.013 0.994 0.3 -1.8 -1.7
H -0.147 2.517 6.446 -0.2 0.4 0.3
S -1.199 3.593 3.819 0.0 -0.1 -0.9
C -0.931 2.962 -0.259 -0.3 -0.1 -0.2
H -2.007 5.677 1.622 0.2 -0.5 -0.1
H 1.246 -2.739 4.876 0.4 0.2 0.1
H 4.383 -1.067 6.020 0.1 0.0 0.0
C -1.820 4.990 0.783 -0.1 0.0 0.3
H 3.366 -0.477 2.877 0.1 -0.5 0.5
H 2.468 -1.980 2.947 0.5 -0.1 0.1
H -6.344 0.411 -3.603 0.2 -0.1 0.5
H 4.150 -1.945 3.606 -0.3 0.1 0.2
N -4.259 -1.506 -1.990 1.0 -2.4 -0.3
C 4.042 -0.518 -5.891 -0.2 0.3 0.0
C 2.675 -0.895 -3.878 1.0 -0.2 -0.1
H -6.255 -1.663 -2.577 -0.2 -0.3 -0.1
Rh 0.095 1.279 0.161 0.3 -1.4 -1.1
H -4.693 0.398 -4.171 0.0 -0.3 0.5
N -0.339 1.860 2.058 0.4 -1.8 0.9
C -0.391 2.140 4.330 0.1 -0.3 1.1
C -0.272 0.109 -3.360 0.2 1.1 -0.1
H -2.652 -1.292 2.353 0.2 0.6 -0.4
H 2.744 -2.923 5.853 0.3 -0.4 -0.1
C -1.317 3.660 0.923 0.6 1.2 0.4
C -3.516 -2.739 -1.608 0.2 1.3 -0.7
C -0.903 3.055 2.147 -1.5 1.5 -0.9
Br 2.576 1.981 0.384 0.6 0.2 0.4
C -2.085 5.458 -0.481 -0.7 -0.3 -1.4
H -2.070 -3.327 3.237 0.9 0.5 -0.3
H 2.816 2.322 -2.487 0.9 0.1 0.0
H 1.209 -2.496 -4.116 0.0 -0.1 0.3
N -4.871 0.594 -2.012 -2.0 2.4 -1.7
H -2.498 6.434 -0.703 0.0 0.3 0.5
C 0.261 -1.735 0.551 -0.9 -0.8 1.1
H 4.280 0.552 -4.035 -0.1 -0.2 -0.1
C 1.973 -2.231 5.534 -0.8 -0.4 1.0
H -0.294 -0.952 -3.433 0.1 -0.8 -0.2
H 3.247 0.153 6.697 0.3 -0.6 -0.8
H 4.110 0.478 5.149 -0.3 -0.5 0.5
H -2.181 5.024 -2.594 -0.2 0.3 -0.5
C 0.751 0.129 3.476 -0.2 0.4 -0.6
H 0.885 -1.296 -0.235 -0.4 -0.3 0.4
H 1.722 -2.926 -6.426 0.0 -0.1 -0.1
H 3.498 -1.675 -7.651 0.0 0.0 0.3
S -3.276 0.132 0.223 -1.2 -0.3 -1.8
C -1.336 -2.834 2.551 0.2 -2.0 0.5
C 2.539 -0.991 4.887 0.2 0.1 -0.7
C -0.056 1.285 3.247 0.6 0.4 0.1
C 1.346 -0.037 4.706 0.3 0.6 -0.3
H 1.432 0.687 6.700 0.1 -0.1 0.7
C -5.331 0.082 -3.307 0.6 0.8 -0.6
H -4.140 -3.623 -1.634 -0.4 -0.1 0.3
H -0.998 2.885 -2.399 -0.2 0.1 0.1
H 0.058 -4.565 2.614 -0.4 1.5 -0.9
C 3.303 -1.455 -6.602 -0.7 -0.7 0.8
H 1.411 -1.965 6.460 0.3 -0.1 -0.5
C 2.455 -0.644 -2.424 0.2 1.4 -0.3
C 1.804 2.325 -2.813 -1.4 0.4 0.6
H 4.872 0.007 -6.375 -0.3 -0.1 0.1
H -0.057 0.595 -4.312 0.0 -0.3 -0.2
C -5.285 -1.417 -3.034 0.2 -0.3 1.4
H 1.404 -3.552 0.668 0.0 0.1 0.2
C 3.627 -0.325 5.757 -0.1 0.8 0.0
C -4.151 -0.307 -1.330 2.5 -0.3 3.5
C 3.712 -0.211 -4.567 -0.5 -0.5 0.1
H -1.229 0.421 -2.999 -0.7 0.3 0.2
C -0.200 -3.562 2.131 -0.1 -0.7 0.7
H 1.023 -0.541 2.657 -0.2 0.6 0.1
H -4.786 1.578 -1.773 0.1 -0.5 -0.4
C 1.999 -1.925 -4.579 0.3 0.9 0.2
H -2.997 -2.639 -0.638 -0.7 0.2 -0.2
C -1.279 3.452 -1.505 0.5 -1.2 0.3
```
Forces are in eV/Å.

Results
E_HOMO (alpha / beta) = 1.31 / -1.38 eV
Expectation value of S² = 6.07
ΔE to the lowest compared entry with this formula, charge and spin = 0.00 kJ/mol
Spin multiplicity = 5
Kohn-Sham gap (alpha / beta) = 2.94 / 5.61 eV
Total charge = -2

[3]
Density functional theory data (ωB97M-V with the def2-TZVPD basis set) for a structure of composition C37H42BIrN2O2P2Si2.

The geometry in XYZ format:
```
89
Properties=species:S:1:pos:R:3:forces:R:3
H 1.038 2.317 -5.637 0.0 0.0 0.0
H 3.012 4.568 -2.577 0.0 0.0 0.0
O -2.270 -1.316 1.447 0.1 0.0 -0.2
C -4.994 -2.596 3.565 0.0 0.0 0.0
H 5.174 0.168 -4.730 0.0 0.0 0.0
H -3.186 -0.629 5.691 0.0 0.0 0.0
P -0.465 1.456 -1.044 -0.1 -0.1 -0.1
B -1.302 -0.447 2.013 -0.4 -0.1 0.7
H -5.874 -3.226 3.560 0.0 0.0 0.0
C -1.560 4.871 0.622 0.0 0.0 0.0
H -3.911 2.930 0.829 0.0 0.0 0.0
C 2.116 3.504 -4.210 0.0 0.0 0.0
C 0.100 -0.117 -0.698 0.2 0.1 0.0
H -2.488 -0.585 -1.015 0.0 0.0 0.0
H -4.525 3.501 -2.925 0.0 0.0 0.0
C 0.336 1.995 -3.639 0.0 0.0 0.0
H 1.560 3.507 -0.864 0.0 0.0 0.0
H 4.547 -0.556 3.835 0.0 0.0 0.0
C 2.714 -0.724 -1.898 0.1 0.0 0.1
C 4.821 0.185 -2.616 0.0 0.0 0.0
H 4.579 -2.620 0.587 0.0 0.0 0.0
H -5.915 1.494 -2.546 0.0 0.0 0.0
H 3.387 -3.782 1.183 0.0 0.0 0.0
C 4.010 -2.932 1.467 0.0 0.0 0.0
H 2.507 -5.775 -1.689 0.0 0.0 0.0
C 1.451 3.259 -1.913 0.0 0.0 0.0
H 4.726 -3.276 2.217 0.0 0.0 0.0
H -2.102 4.870 -0.326 0.0 0.0 0.0
C -0.337 -4.656 -0.230 0.0 0.0 0.0
H -4.906 -0.553 -1.600 0.0 0.0 0.0
H -0.554 5.254 0.436 0.0 0.0 0.0
N -0.394 2.186 0.416 -0.4 -0.2 -0.1
C -3.203 2.415 1.480 0.0 0.0 0.0
C -4.257 -2.442 2.388 0.0 0.0 0.0
H -2.068 5.571 1.289 0.0 0.0 0.0
C 0.589 -5.549 -0.753 0.0 0.0 0.0
H -4.540 -2.934 1.468 0.0 0.0 0.0
C -4.617 -1.955 4.737 0.0 0.0 0.0
H -1.275 -5.017 0.174 0.0 0.0 0.0
C 1.137 -2.824 -0.740 0.1 0.0 -0.1
H 3.000 -3.362 -1.671 0.0 0.0 0.0
H 1.423 -1.451 -3.456 0.0 0.0 0.0
C -3.150 -1.630 2.448 0.0 0.0 0.0
N 2.071 -0.724 0.906 -0.5 -0.4 -0.3
C -4.083 2.607 -2.505 0.0 0.0 0.0
Ir 0.254 0.385 1.241 1.2 0.5 0.2
C 1.785 -5.082 -1.276 0.0 0.0 0.0
C -3.488 -1.133 4.783 0.0 0.0 0.0
C 1.153 2.580 -4.594 0.0 0.0 0.0
H 4.178 0.085 -0.562 0.0 0.0 0.0
H -2.123 3.466 -2.347 0.0 0.0 0.0
H -3.197 1.359 1.200 0.0 0.0 0.0
C -4.862 1.477 -2.294 0.0 0.0 0.0
C -2.736 2.588 -2.179 0.0 0.0 0.0
Si -1.483 3.154 1.366 0.0 0.0 -0.1
H -0.571 2.248 3.486 0.0 0.0 0.0
H -5.208 -2.093 5.633 0.0 0.0 0.0
H 0.237 3.769 3.047 0.0 0.0 0.0
C 4.484 -0.081 -3.935 0.0 0.0 0.0
H 0.375 -6.611 -0.757 0.0 0.0 0.0
C -0.071 -3.296 -0.229 0.0 0.0 0.0
H 1.096 -2.850 3.022 0.0 0.0 0.0
C -4.296 0.326 -1.765 0.0 0.0 0.0
C -2.168 1.435 -1.640 0.0 0.0 -0.1
P 1.522 -1.063 -0.590 -0.1 0.1 0.1
H 1.269 -1.355 3.939 0.0 0.0 0.0
H 2.751 3.962 -4.958 0.0 0.0 0.0
H -3.575 2.480 2.505 0.0 0.0 0.0
H -0.799 -2.597 0.162 0.0 0.0 0.0
H 3.593 0.701 3.038 0.0 0.0 0.0
C 2.061 -3.722 -1.268 0.0 0.0 0.0
C 2.263 3.845 -2.873 0.0 0.0 0.0
H 2.380 -2.701 4.231 0.0 0.0 0.0
C -0.722 3.249 3.070 0.0 0.0 0.0
C 2.376 -0.991 -3.224 0.0 0.0 0.0
C 4.133 -0.235 2.877 0.0 0.0 0.0
H -0.421 1.277 -3.935 0.0 0.0 0.0
C 0.488 2.331 -2.296 -0.1 0.1 0.0
C 3.261 -0.667 -4.239 0.0 0.0 0.0
C 1.826 -2.162 3.457 0.0 0.0 0.0
H 2.999 -0.872 -5.269 0.0 0.0 0.0
H -1.382 3.784 3.757 0.0 0.0 0.0
Si 2.986 -1.519 2.144 0.0 0.0 0.0
H 5.773 0.645 -2.382 0.0 0.0 0.0
H 4.967 -0.025 2.204 0.0 0.0 0.0
C -2.947 0.299 -1.440 0.0 0.0 0.0
C 3.935 -0.133 -1.596 0.0 0.0 0.0
C -2.770 -0.987 3.620 -0.1 0.0 0.0
O -1.646 -0.248 3.393 0.1 0.0 -0.1
```
Forces are in eV/Å.

Results
E_HOMO = -7.13 eV
Kohn-Sham gap = 7.41 eV

Number 1: total energy -3026.441949 Eh, largest force on an atom 5.256 eV/A. Number 2: total energy -7315.925679 Eh, largest force on an atom 4.282 eV/A. Number 3: total energy -3086.200881 Eh, largest force on an atom 1.315 eV/A.